Entry 1:
Entry from the Open Molecules 2025 dataset: an isolated molecule of C4H8N2 in a non-equilibrium geometry (ωB97M-V/def2-TZVPD).

CARTESIAN COORDINATES (ANGSTROEM)
C  -3.06986  0.32679  0.01378
N  -2.05450  -0.33028  -0.38598
N  -0.72080  0.77388  -0.14751
C  0.31946  0.20669  0.17287
C  1.53901  1.07132  0.38028
C  0.45272  -1.30699  0.21941
H  -4.07432  -0.05599  -0.13320
H  -3.03104  1.30988  0.47377
H  1.76826  1.21156  -0.59535
H  2.24513  0.55870  1.08991
H  1.34304  2.02303  0.96649
H  -0.34908  -1.73034  -0.41665
H  1.40870  -1.56662  -0.14212
H  0.36667  -1.98518  1.09486

Atomic forces in eV per Å
0.799 -0.253 -0.385
1.465 2.870 0.675
-5.006 -0.300 -0.854
1.026 -2.420 1.975
-0.998 -0.232 4.777
-1.203 -0.939 -0.291
0.064 -0.532 0.013
0.320 0.163 -0.058
2.111 0.950 -2.716
-0.170 0.151 -1.451
-0.255 -0.910 -1.283
0.739 0.317 -0.003
1.205 -0.301 -0.832
-0.097 1.436 0.433

Properties
**HOMO**: -9.1 eV
**Structure (SMILES)**: C=NN=C(C)C
**Molar mass**: 84.1 g mol⁻¹
**Energy relative to the best compared isomer or geometry (same formula, charge and spin)**: 306.4 kJ/mol
**Electronic energy**: -7254.700 eV


Entry 2:
Entry from the Open Molecules 2025 dataset: a 3-piece molecular cluster, C34H41BBrClF8N2O6 overall in a non-equilibrium geometry (ωB97M-V/def2-TZVPD).

CARTESIAN COORDINATES (ANGSTROEM)
H  0.68053  -1.35045  1.84635
N  0.88648  -2.35571  1.75157
C  1.79567  -2.54302  0.85893
C  2.29541  -4.03089  0.58972
C  2.46773  -1.32607  0.05162
C  1.41041  -0.28092  -0.44254
C  0.61574  -0.52797  -1.70410
B  0.90583  -1.93734  -2.47470
N  1.95940  -2.01134  -3.54490
O  0.17850  -3.09818  -2.11535
C  -0.39032  0.46210  -2.22351
C  -1.19379  0.17115  -3.54164
C  -2.71593  -0.19260  -3.21163
O  -2.90434  -1.59167  -2.93147
C  -4.33137  -1.77794  -2.72041
C  -4.67112  -2.44529  -1.32946
F  -3.46641  -2.47593  -0.58527
F  -5.50390  -1.55639  -0.61868
C  -5.37165  -3.86542  -1.38309
F  -5.84188  -4.25063  -2.62808
F  -6.50905  -3.78232  -0.55026
C  -4.50365  -5.06589  -0.78487
F  -5.31733  -6.21376  -0.92009
F  -4.34168  -4.88605  0.58156
C  -3.15653  -5.35438  -1.55839
F  -3.33502  -5.56878  -2.92233
F  -2.58978  -6.51074  -0.97374
C  -0.70398  1.75248  -1.49052
C  -1.76250  2.80251  -2.03488
Cl  -3.02997  3.24089  -0.78538
C  -0.99923  4.09492  -2.62805
C  -0.78474  4.01727  -4.19494
C  0.05744  1.97254  -0.20694
C  1.09786  0.99539  0.28819
C  1.82379  1.36724  1.64913
O  3.00739  1.21928  1.85693
C  0.85731  2.02475  2.72404
C  0.97571  1.64743  4.21870
C  0.85169  1.06892  5.27765
C  -0.07646  2.93369  2.26625
C  -1.06697  3.69750  3.20767
C  -0.77482  5.26228  3.32774
C  -2.16759  5.97356  3.67307
Br  0.40863  5.63849  4.90440
C  -0.18459  3.24486  0.71213
O  -0.39573  4.36208  0.29288
H  2.93090  -4.01125  -0.33688
H  1.39153  -4.69153  0.52663
H  2.96007  -4.28378  1.47497
H  3.21742  -0.88226  0.78458
H  3.11330  -1.73637  -0.79222
H  2.58641  -2.77342  -3.23724
H  1.55285  -2.32110  -4.43467
H  -0.32243  -2.83479  -1.30825
H  -1.24888  1.16282  -4.09876
H  -0.70537  -0.55097  -4.25216
H  -2.97741  0.40951  -2.27836
H  -3.35395  0.16173  -4.08864
H  -4.75382  -2.29197  -3.62703
H  -4.79950  -0.74055  -2.70137
H  -2.39007  -4.54071  -1.43611
H  -2.34594  2.39209  -2.91525
H  0.03866  4.04731  -2.16417
H  -1.45933  5.05146  -2.25887
H  -1.78414  4.11992  -4.72450
H  -0.19487  3.11996  -4.53637
H  -0.18542  4.93633  -4.48458
H  0.58232  0.45147  6.17120
H  -1.05371  3.29665  4.26944
H  -2.11002  3.55226  2.80179
H  -0.31387  5.69513  2.40041
H  -2.88591  5.22318  4.13201
H  -2.02248  6.77894  4.45716
H  -2.63691  6.45996  2.77237
C  4.52416  -8.65310  0.03521
C  3.35265  -7.81135  0.47132
C  2.11546  -8.53492  0.93662
O  3.40333  -6.59890  0.44891
H  5.34270  -8.00126  -0.27306
H  4.86515  -9.27478  0.86543
H  4.23728  -9.27963  -0.81169
H  2.35009  -9.15143  1.80661
H  1.72221  -9.15624  0.12957
H  1.35490  -7.80577  1.21934
C  4.15551  6.34395  2.66843
C  3.56279  7.70481  2.93040
C  4.51876  8.82929  3.23797
O  2.36499  7.88733  2.89515
H  3.35318  5.63404  2.46196
H  4.81733  6.38692  1.80087
H  4.70718  6.00291  3.54675
H  5.19662  8.98229  2.39576
H  5.08661  8.59826  4.14149
H  3.95447  9.74787  3.40449

Atomic forces in eV per Å
-0.041 -0.317 -0.050
1.083 0.109 -1.157
-0.358 -0.251 0.012
0.158 2.074 0.486
0.169 -0.475 0.537
-1.815 2.301 -0.912
-0.332 1.934 1.405
-0.413 -0.437 -0.353
-0.696 -0.570 0.969
0.725 2.205 0.646
0.909 0.303 1.746
-0.481 0.777 0.472
1.171 0.991 -0.016
-1.324 0.681 -0.008
0.036 0.948 -0.678
0.786 1.847 0.243
-2.007 -0.610 -0.942
1.158 -1.555 -1.170
-1.580 -0.789 1.488
1.006 1.003 1.533
1.792 -0.266 -1.384
-1.412 -1.327 -0.017
1.305 1.776 0.089
0.283 -0.041 -2.333
1.501 -0.636 0.580
-0.236 0.167 2.109
-1.091 1.612 -1.098
1.813 -1.883 1.341
0.991 0.128 -1.098
0.579 -0.392 -0.631
1.261 -0.896 0.589
-0.444 1.122 0.344
0.228 -1.384 -1.001
-0.928 -0.440 -1.336
-0.851 0.343 -0.009
-1.269 -0.117 -0.230
-0.300 0.490 0.555
-0.478 -0.326 -2.213
-0.503 -0.431 0.144
0.294 -0.387 0.543
0.656 0.238 -0.127
-1.705 -0.013 0.051
0.230 0.224 0.505
-0.155 -0.432 -0.898
0.685 -1.202 0.431
0.087 -1.201 0.522
-0.772 -0.465 0.872
1.158 0.502 0.045
-0.940 -0.009 -1.177
-1.077 -0.234 -1.007
-1.066 0.600 0.791
-0.271 0.346 -0.513
0.255 0.052 0.339
0.138 -0.483 -0.695
0.116 -1.352 0.517
-0.469 0.486 0.938
0.044 -0.720 -1.174
0.618 -0.624 1.020
0.297 0.071 1.179
0.251 -1.446 0.258
-0.938 -0.673 -0.133
0.625 0.250 1.392
-1.328 0.329 -0.510
0.235 -1.028 -0.628
1.209 -0.434 0.438
-0.794 0.813 0.457
-0.639 -1.105 0.252
0.717 1.212 -1.300
0.096 0.181 -1.439
1.057 0.276 0.260
-0.260 -0.447 1.182
0.838 0.851 -0.654
-0.112 -0.889 -1.081
0.486 -0.712 0.770
0.206 0.281 -0.080
0.029 0.445 -0.008
-0.174 0.314 0.061
0.072 -0.547 -0.030
-0.096 -0.042 0.038
-0.091 -0.156 -0.116
0.007 -0.156 0.149
-0.022 -0.157 -0.140
0.074 -0.156 0.121
0.087 -0.056 -0.031
-0.304 -0.145 -0.063
-0.499 0.015 -0.018
-0.240 0.246 0.054
0.298 0.005 -0.057
0.053 0.085 0.047
0.156 -0.018 0.147
0.156 0.027 -0.122
0.142 -0.090 0.132
0.158 -0.028 -0.139
0.028 -0.108 -0.020

Properties
**HOMO**: -9.2 eV
**Structure (SMILES)**: [H]/N=C(/C)Cc1c(B(N)O)c(CCOCC(F)(F)C(F)(F)C(F)(F)C(F)F)c([C@@H](Cl)CC)c2c1C(=O)C(C#C)=C(C[C@@H](C)Br)C2=O.CC(C)=O.CC(C)=O
**Molar mass**: 851.9 g mol⁻¹
**Electronic energy**: -156163.922 eV


Entry 3:
Entry from the Open Molecules 2025 dataset: an isolated molecule of C6H10O (ωB97M-V/def2-TZVPD).

CARTESIAN COORDINATES (ANGSTROEM)
C  -0.21253  0.13425  2.56103
C  0.59988  -0.37227  1.63903
C  0.17313  -1.38413  0.60411
C  -0.44249  -0.67725  -0.60941
C  0.47286  0.38971  -1.19147
C  -0.16051  1.42042  -2.09904
O  1.66037  0.41245  -0.94357
H  -1.23957  -0.21209  2.67003
H  0.11342  0.92241  3.23421
H  1.61287  0.01071  1.54045
H  -0.56921  -2.07127  1.02757
H  1.03099  -1.98299  0.28119
H  -0.67317  -1.39236  -1.41326
H  -1.39755  -0.21477  -0.32841
H  -0.58804  0.93760  -2.98541
H  0.59755  2.14360  -2.40484
H  -0.97800  1.93597  -1.58222

Atomic forces in eV per Å
0.062 -0.060 -0.052
-0.087 0.108 0.101
0.004 -0.049 0.030
-0.007 0.010 -0.001
0.231 0.008 -0.011
0.038 0.057 -0.023
-0.427 -0.047 -0.153
0.130 0.028 -0.022
-0.023 -0.156 -0.060
-0.147 -0.054 0.078
0.098 0.114 -0.064
-0.102 0.116 0.063
0.044 0.115 0.093
0.152 -0.017 -0.064
0.036 0.032 0.129
-0.120 -0.101 0.008
0.117 -0.103 -0.052

Properties
**HOMO**: -9.5 eV
**Structure (SMILES)**: C=CCCC(C)=O
**Molar mass**: 98.1 g mol⁻¹
**Energy relative to the best compared isomer or geometry (same formula, charge and spin)**: 25.9 kJ/mol
**Electronic energy**: -8430.972 eV


| no. | gap between HOMO and LUMO (eV) |
| --- | --- |
| 1 | 10.27 |
| 2 | 8.18 |
| 3 | 10.49 |